(1)
{
  "formula": "C3H6O2S2",
  "method": "ωB97M-V/def2-TZVPD",
  "symbols": ["C", "C", "C", "O", "O", "S", "S", "H", "H", "H", "H", "H", "H"],
  "xyz": [[-0.260587, 1.041662, -0.952044], [0.021898, -0.137617, -0.250609], [0.446217, -0.344778, 1.183384], [-1.232465, 0.056325, -0.717428], [-0.256131, -1.378425, 1.823676], [-0.197443, 2.611633, -0.083468], [1.157327, -1.634782, -1.367760], [0.053288, 1.105254, -2.021475], [0.166697, 0.681877, 1.669520], [1.581865, -0.557559, 1.040878], [-0.467786, -2.124856, 1.281809], [-1.314921, 2.483172, 0.722697], [0.302041, -1.801907, -2.329181]],
  "atomic_forces_ev_per_a": [[0.906, 1.215, -1.453], [1.364, -1.438, 2.096], [-0.120, 1.598, -1.253], [-2.748, 0.407, 0.002], [0.211, 0.848, 1.210], [-1.120, 0.573, 0.329], [2.431, -1.576, -0.219], [-0.261, 0.328, 0.775], [1.107, -2.059, -0.059], [-1.523, 0.544, 0.983], [0.073, -0.402, -0.839], [0.811, -0.149, -0.706], [-1.130, 0.111, -0.866]],
  "mulliken_spin": [-0.03, 0.59, -0.03, 0.08, 0.00, 0.02, 1.35, 0.00, 0.03, 0.01, 0.00, 0.00, -0.02],
  "multiplicity": 3,
  "relative_energy_kcal_mol": 70.1,
  "e_tot_ev": -28966.8535
}

=====

(2)
{
  "formula": "C5H14",
  "method": "ωB97M-V/def2-TZVPD",
  "symbols": ["C", "C", "C", "H", "H", "H", "H", "H", "H", "H", "H", "C", "C", "H", "H", "H", "H", "H", "H"],
  "xyz": [[-0.983729, -0.565834, -1.923829], [0.383226, -0.979884, -1.358463], [-1.639467, 0.593714, -1.158951], [-1.597248, -1.446477, -1.848075], [-0.950553, -0.324135, -2.981984], [0.662971, -1.912795, -1.841767], [1.141464, -0.202425, -1.523175], [-0.995709, 0.932573, -0.345180], [0.258427, -0.995157, -0.279281], [-2.618848, 0.351708, -0.779538], [-1.715333, 1.487618, -1.788499], [1.315572, 1.114966, 1.882458], [0.795844, -0.261243, 2.362939], [0.548112, 1.854583, 1.652488], [2.006154, 1.569891, 2.576488], [1.808076, 0.938023, 0.920553], [1.211661, -1.005104, 1.695557], [-0.283135, -0.209135, 2.540350], [1.050756, -0.474801, 3.410382]],
  "atomic_forces_ev_per_a": [[0.103, 0.207, 0.287], [-0.502, 1.150, -0.471], [0.752, 0.606, -0.431], [-0.501, -0.367, 0.004], [0.241, -0.031, -0.184], [0.399, -0.110, 0.477], [-0.045, -0.237, -0.262], [-0.123, -0.234, 0.277], [0.192, -0.757, 0.102], [-0.291, -0.038, 0.181], [-0.240, -0.190, -0.032], [-0.085, -0.418, -0.566], [-0.265, 1.263, 1.314], [-0.230, -0.151, 0.264], [0.307, 0.096, 0.091], [0.257, 0.299, 0.218], [-0.654, -0.524, 0.210], [-0.132, -0.537, -1.136], [0.819, -0.027, -0.342]],
  "lowdin_charge": [-0.31, -0.11, -0.11, 0.09, 0.09, 0.07, 0.07, 0.05, 0.04, 0.06, 0.07, -0.16, -0.17, 0.05, 0.05, 0.05, 0.05, 0.06, 0.06],
  "relative_energy_kcal_mol": 13.6,
  "smiles": "CCC.CC",
  "e_tot_ev": -5411.4588
}

=====

(3)
{
  "formula": "C9H22Al2BrCl4F2I2N4O10P2S",
  "method": "ωB97M-V/def2-TZVPD",
  "symbols": ["C", "C", "I", "C", "I", "P", "O", "H", "H", "H", "H", "H", "H", "Br", "Al", "C", "O", "N", "N", "H", "H", "H", "H", "C", "O", "N", "N", "H", "H", "H", "H", "F", "O", "S", "O", "O", "C", "C", "C", "H", "H", "H", "H", "H", "H", "H", "H", "C", "Cl", "Cl", "Cl", "Cl", "O", "P", "O", "O", "O", "Al", "F"],
  "xyz": [[2.658671, -1.932121, -0.353718], [1.154483, -2.094437, -0.842434], [0.592889, -3.988173, -1.765796], [0.209143, -1.019928, -0.685220], [0.727823, 0.886795, 0.291037], [-1.531221, -1.226933, -1.344124], [-2.621379, -1.808752, -0.190342], [3.227398, -2.908699, -0.336822], [2.765119, -1.347197, 0.660854], [3.159371, -1.288843, -1.150906], [-1.530861, -2.180823, -2.427423], [-1.952029, 0.011705, -1.953238], [-2.928575, -2.677110, -0.543861], [3.642039, -0.109762, 1.302688], [3.627335, 2.437161, 1.230374], [3.681355, 4.869927, -2.310585], [4.657656, 4.194410, -1.974594], [2.557850, 4.925082, -1.560193], [3.644119, 5.596648, -3.439858], [1.742511, 5.459449, -1.800008], [2.557338, 4.386844, -0.716692], [4.460970, 5.573332, -4.028438], [2.851984, 6.146079, -3.725942], [-2.465922, 0.274432, -5.057769], [-1.491532, -0.390221, -4.716334], [-3.622725, 0.317189, -4.337373], [-2.472075, 1.022293, -6.182402], [-4.427051, 0.855414, -4.603900], [-3.660394, -0.226813, -3.496068], [-1.634062, 1.017768, -6.742089], [-3.254583, 1.573610, -6.483076], [-0.019745, -5.934092, -0.178912], [-3.023295, 0.218506, 6.318219], [-1.658671, -0.125331, 6.024075], [-0.718418, 0.851050, 5.557413], [-1.659086, -1.380566, 4.981738], [-2.411250, -1.254751, 3.798835], [-1.688331, -0.423522, 2.758458], [-0.962492, -0.977418, 7.408576], [-3.414826, -0.836927, 4.015468], [-2.558785, -2.279128, 3.403610], [-1.612546, 0.618526, 3.073798], [-2.218986, -0.451314, 1.803885], [-0.672806, -0.794040, 2.612422], [-1.648364, -1.763979, 7.719804], [-0.831400, -0.253391, 8.212304], [0.001457, -1.392962, 7.118380], [0.294286, -6.426573, 3.750227], [1.639970, -6.562330, 2.606841], [0.810319, -7.000734, 5.348247], [-0.210565, -4.721210, 3.870607], [-1.069470, -7.406213, 3.181206], [1.827357, 2.905489, -4.980751], [2.105640, 3.930166, -6.082927], [1.784330, 5.339669, -5.577018], [1.227253, 3.617829, -7.295978], [3.583036, 3.857960, -6.475494], [-4.347245, -2.222592, 3.567049], [3.126986, 4.519553, 2.744169]],
  "atomic_forces_ev_per_a": [[-1.121, -1.178, -2.230], [-0.317, 1.627, 0.193], [0.575, 0.781, 2.138], [0.149, -1.903, -0.445], [-1.818, -0.856, -1.129], [1.562, -0.117, 0.390], [1.273, 0.302, -2.200], [-0.894, 1.018, 0.187], [-1.662, -2.731, -2.068], [-0.626, -0.634, 1.054], [-0.029, 0.677, 0.778], [0.032, -0.694, 0.876], [0.118, 0.491, 0.488], [2.884, 4.135, 1.998], [-0.105, 1.440, 1.496], [-0.277, 0.474, -0.948], [0.136, -0.522, 0.787], [-0.538, -0.196, 0.640], [0.794, -0.009, 0.399], [0.076, -0.016, -0.119], [-0.093, 0.234, 0.066], [-0.196, -0.046, -0.098], [-0.083, -0.271, -0.248], [0.401, 0.234, -0.651], [-0.313, -0.177, 0.701], [-0.295, -0.080, 0.596], [0.233, -0.112, -0.166], [0.048, -0.028, -0.005], [-0.194, 0.002, -0.209], [-0.036, 0.114, 0.067], [0.050, -0.011, 0.022], [-0.022, 0.774, -0.711], [0.322, -0.268, -0.864], [0.780, 0.959, 1.662], [-0.794, -0.507, -0.181], [-0.702, -0.654, -0.380], [2.543, 1.145, 0.165], [-0.302, 0.320, -0.358], [-0.049, -0.318, -0.224], [0.482, 1.373, 0.570], [1.104, -0.372, 0.012], [-0.085, -0.115, 0.136], [0.037, -0.039, 0.052], [-0.171, -0.201, 0.099], [0.023, 0.064, -0.031], [-0.081, 0.120, -0.172], [-0.044, 0.059, -0.024], [0.252, -0.611, -0.318], [-0.369, 0.117, 0.289], [-0.127, 0.190, -0.200], [-0.032, 0.179, 0.058], [0.216, 0.262, 0.114], [-0.467, 0.185, -0.169], [-0.125, 0.174, 0.182], [0.354, -0.249, 0.175], [0.532, -0.435, 0.350], [-0.491, 0.374, -0.290], [-3.018, -1.744, -0.310], [0.498, -2.731, -1.991]],
  "lowdin_charge": [-0.27, -0.70, 1.20, -0.83, 0.87, 0.90, -0.29, 0.10, -0.23, 0.11, 0.00, 0.05, 0.09, 0.37, 0.80, -0.66, 0.03, 0.17, 0.19, 0.11, 0.03, 0.13, 0.09, -0.68, -0.01, 0.14, 0.18, 0.10, 0.07, 0.12, 0.11, -0.79, -0.25, 0.63, -0.24, -0.24, -0.46, -0.05, -0.09, -0.03, 0.00, 0.10, 0.06, 0.08, 0.08, 0.09, 0.09, -2.03, 0.54, 0.52, 0.46, 0.53, -0.21, -0.10, -0.22, -0.15, -0.15, 1.10, -0.56],
  "total_charge": 1,
  "e_tot_ev": -220478.5060
}

=====

(4)
{
  "formula": "C4H8O3S",
  "method": "ωB97M-V/def2-TZVPD",
  "symbols": ["C", "C", "C", "C", "O", "O", "O", "S", "H", "H", "H", "H", "H", "H", "H", "H"],
  "xyz": [[0.038342, -0.106142, 0.025996], [0.351207, -1.500647, 0.309077], [0.091345, 0.731477, 1.291957], [-1.139217, 0.186641, -0.874505], [2.768901, 0.037970, 0.124867], [-0.465887, -2.647743, -0.747318], [1.121160, -2.008496, 1.050168], [1.589879, 0.142124, -0.998055], [0.251879, 1.776001, 1.037435], [0.905968, 0.404232, 1.934304], [-0.841685, 0.638125, 1.842242], [-1.220691, 1.259842, -1.027249], [-2.056651, -0.186529, -0.426142], [-1.009967, -0.306438, -1.835036], [-0.132605, -3.486039, -0.428554], [3.030301, -0.886115, 0.288116]],
  "atomic_forces_ev_per_a": [[0.597, 0.564, -0.183], [-1.429, -4.752, -1.675], [0.148, -0.035, 0.115], [0.135, -0.235, -0.167], [0.300, 0.039, 0.190], [1.199, 3.579, 1.877], [-0.430, 0.484, -0.014], [-0.264, 0.320, -0.286], [-0.056, 0.067, -0.073], [-0.004, 0.048, -0.006], [-0.137, -0.036, 0.044], [0.017, 0.069, 0.025], [-0.036, -0.024, 0.037], [-0.102, -0.049, -0.083], [0.356, -0.214, 0.341], [-0.294, 0.174, -0.141]],
  "lowdin_charge": [-0.70, -0.36, -0.06, -0.08, -0.43, -0.11, 0.11, 1.00, 0.09, 0.08, 0.10, 0.09, 0.10, 0.08, 0.02, 0.06],
  "relative_energy_kcal_mol": 38.4,
  "e_tot_ev": -21254.0531
}

=====

(5)
{
  "formula": "C3H7BO2",
  "method": "ωB97M-V/def2-TZVPD",
  "symbols": ["B", "C", "C", "C", "O", "O", "H", "H", "H", "H", "H", "H", "H"],
  "xyz": [[-0.831662, -0.482213, -1.037309], [-0.466787, 0.589747, 1.543874], [0.230146, 0.459466, 0.442986], [1.723931, 0.489676, 0.473788], [-1.479072, 0.306980, -1.943865], [-0.856545, -1.783876, -0.884571], [-0.065078, 0.955857, 2.450327], [-1.476919, 0.564448, 1.637609], [2.218030, -0.538179, 0.675851], [2.179408, 0.900718, -0.431023], [2.067849, 1.143703, 1.245530], [-1.994567, -0.165241, -2.698622], [-1.248734, -2.441084, -1.474574]],
  "atomic_forces_ev_per_a": [[1.657, 3.625, 2.091], [1.310, 0.983, 0.100], [-1.563, -3.012, -3.040], [0.992, -1.244, -0.631], [-0.996, -1.192, -1.806], [0.272, -2.176, 0.299], [1.090, 0.260, 0.977], [-3.042, -0.510, -0.323], [-0.997, 1.474, -0.462], [-0.154, -0.262, -0.157], [0.145, 0.415, 0.861], [1.348, 1.066, 2.103], [-0.061, 0.575, -0.011]],
  "lowdin_charge": [-0.53, -0.03, -0.20, -0.13, 0.12, 0.20, 0.05, 0.02, 0.11, 0.06, 0.05, 0.15, 0.12],
  "relative_energy_kcal_mol": 36.0,
  "e_tot_ev": -7996.0348
}

=====

(6)
{
  "formula": "C6H11NO5",
  "method": "ωB97M-V/def2-TZVPD",
  "symbols": ["N", "O", "C", "C", "O", "O", "C", "C", "C", "C", "O", "O", "H", "H", "H", "H", "H", "H", "H", "H", "H", "H", "H"],
  "xyz": [[4.108351, 2.422976, -1.046372], [5.164257, 2.237415, -1.521644], [-2.811258, 1.736101, -0.202259], [-2.152202, 0.391263, -0.221530], [-2.650920, -0.687963, -0.477251], [-0.846610, 0.528440, 0.093904], [-0.015664, -0.694439, 0.273627], [-0.504950, -1.644149, 1.351638], [0.221476, -1.448485, -1.011492], [1.350406, -0.132771, 0.666026], [1.608239, 0.940364, -0.242656], [2.979366, 1.222311, -0.176072], [-2.134676, 2.546137, 0.088047], [-3.208050, 1.931004, -1.205406], [-3.648920, 1.697516, 0.501879], [0.218884, -2.465656, 1.440380], [-0.549819, -1.111554, 2.302955], [-1.474754, -2.050643, 1.063958], [1.002287, -2.205487, -0.847246], [-0.713420, -1.938293, -1.315884], [0.556982, -0.757787, -1.804942], [1.302504, 0.333012, 1.651098], [2.198480, -0.849303, 0.639231]],
  "atomic_forces_ev_per_a": [[3.836, 0.818, -2.733], [-5.704, -0.671, 2.988], [-0.499, 0.193, -0.161], [0.830, -1.082, 0.029], [-0.125, 1.193, 0.151], [0.195, -1.119, 0.459], [0.943, 0.070, -0.328], [-0.057, 0.321, 0.017], [-0.696, -0.030, -1.021], [0.382, 1.115, 0.305], [-0.039, 0.443, -0.966], [1.997, -0.816, 0.613], [-0.059, -0.377, -0.103], [-0.030, 0.008, 0.243], [0.059, 0.014, -0.200], [-0.178, 0.215, 0.007], [-0.202, -0.169, 0.080], [0.095, 0.015, 0.235], [-0.288, 0.225, -0.051], [0.394, 0.051, -0.115], [-0.141, -0.355, 0.313], [0.042, -0.204, 0.334], [-0.754, 0.142, -0.098]],
  "lowdin_charge": [0.17, 0.14, 0.02, -0.51, 0.08, 0.03, -0.50, -0.01, -0.03, -0.15, -0.17, -0.20, 0.09, 0.09, 0.09, 0.10, 0.09, 0.09, 0.10, 0.09, 0.10, 0.13, 0.14],
  "relative_energy_kcal_mol": 90.1,
  "e_tot_ev": -18120.7125
}